Entry 1:
Density functional theory data (the ωB97M-V functional and the def2-TZVPD basis) for a molecular structure, C18H31AlN9O3P in a non-equilibrium geometry.

Summary:
energy above the lowest of the compared OMol25 structures with the same formula, charge and spin: 0.00 kcal/mol
strongest force on any atom: 4.2 eV/A
gap between HOMO and LUMO: 8.47 eV
DFT total energy: -54607.37657 eV
HOMO level: -8.508 eV
spin multiplicity: 1

Each line ends with the natural charge from an NBO analysis.
Element x y z (Å)
Al (-0.18380, -17.47339, -5.54204)  1.92
N (-1.83960, -17.55956, -6.56794)  -0.61
C (-2.99583, -17.51600, -6.82390)  0.54
C (-4.28634, -17.38840, -7.36416)  -0.58
C (-4.46539, -16.35864, -8.35127)  0.29
N (-4.25140, -15.39680, -8.97232)  -0.31
C (-5.25611, -18.24106, -6.83080)  0.34
N (-5.97105, -19.08539, -6.41585)  -0.45
C (3.84054, -15.09846, -6.13752)  -0.61
C (2.89764, -14.53797, -5.06256)  -0.42
C (3.34806, -13.15431, -4.60674)  -0.63
C (2.99815, -15.64553, -3.93605)  -0.61
P (1.19368, -14.51219, -5.74666)  2.02
N (0.67020, -15.94582, -5.95813)  -1.74
C (0.06347, -13.48658, -4.61803)  -0.38
C (0.27268, -14.00957, -3.22357)  -0.62
C (-1.44585, -13.83236, -4.94900)  -0.60
C (0.26439, -12.01584, -4.58269)  -0.62
C (1.28429, -13.60302, -7.33854)  -0.41
C (1.86971, -14.50312, -8.46540)  -0.62
C (1.97853, -12.23950, -7.34031)  -0.62
C (-0.23001, -13.37996, -7.75820)  -0.61
H (4.73773, -15.37020, -5.57881)  0.21
H (4.03686, -14.40927, -7.00190)  0.21
H (3.35009, -16.04812, -6.54899)  0.24
H (4.45987, -13.14171, -4.48449)  0.21
H (2.96870, -12.87998, -3.66844)  0.21
H (3.11658, -12.34117, -5.32604)  0.23
H (4.00931, -15.59002, -3.49945)  0.21
H (2.78197, -16.70942, -4.25187)  0.23
H (2.32199, -15.43583, -3.10591)  0.21
H (0.03725, -15.05938, -3.08741)  0.22
H (-0.39716, -13.57651, -2.51948)  0.21
H (1.22213, -13.91443, -2.77683)  0.21
H (-1.35591, -14.86333, -5.23396)  0.23
H (-1.87493, -13.31682, -5.75189)  0.21
H (-2.06338, -13.65858, -4.02359)  0.20
H (1.27212, -11.75019, -4.21725)  0.22
H (-0.43926, -11.57535, -3.81587)  0.21
H (0.01544, -11.47070, -5.45379)  0.21
H (2.94998, -14.31904, -8.61673)  0.20
H (1.33601, -14.33683, -9.40689)  0.22
H (1.72548, -15.61776, -8.23127)  0.25
H (3.06731, -12.40434, -7.34197)  0.21
H (1.63742, -11.52323, -6.65525)  0.22
H (1.82083, -11.78195, -8.36175)  0.21
H (-0.73601, -14.33991, -7.72795)  0.23
H (-0.26623, -12.99009, -8.77241)  0.21
H (-0.76984, -12.69670, -7.11049)  0.20
O (0.66441, -19.01039, -4.86413)  -0.58
N (0.78436, -19.66644, -5.96965)  0.72
O (1.26473, -20.76268, -6.06610)  -0.29
O (0.41821, -18.85465, -6.93469)  -0.52
N (-4.19821, -19.08638, -3.87844)  -0.78
C (-4.42014, -17.94473, -3.25695)  0.67
N (-5.62583, -17.46369, -3.23481)  -0.74
N (-3.43359, -17.09020, -2.88824)  -0.63
C (-2.25581, -17.31737, -3.38706)  0.63
N (-1.17520, -17.45957, -3.80109)  -0.66
H (-4.92215, -19.47116, -4.50433)  0.45
H (-3.22522, -19.38301, -3.90826)  0.42
H (-6.28455, -17.95010, -3.71024)  0.40
H (-5.78204, -16.42114, -3.27026)  0.43

Forces on the atoms, in the same order (eV/Å):
Al 0.695 1.518 -0.876
N -3.036 -0.031 0.256
C 2.224 0.340 -0.679
C 0.650 0.295 0.301
C 1.042 1.008 0.387
N -0.736 -1.218 0.293
C -1.781 -2.400 0.400
N 1.475 2.120 -0.456
C -0.884 -0.653 -1.099
C 0.002 -0.975 0.334
C 1.760 0.119 -1.064
C -0.241 0.231 0.329
P -0.233 0.056 0.170
N -0.985 -1.738 0.540
C -0.941 -0.761 -0.446
C -0.616 -1.248 0.660
C 1.352 -0.285 1.989
C 0.005 1.460 2.159
C -1.520 0.338 -1.131
C 0.187 -1.416 0.457
C 0.992 -0.858 -2.985
C 0.831 -0.245 0.337
H 0.288 0.057 -0.540
H 0.088 -0.624 1.072
H 0.906 1.203 0.443
H -0.641 -0.112 -0.132
H -0.708 0.319 1.358
H 0.158 -0.752 0.568
H -0.179 -0.144 -0.291
H 0.325 1.376 -0.101
H 0.077 -0.122 -0.114
H -0.021 -0.492 -0.544
H -0.805 0.960 0.425
H 1.342 0.564 0.103
H -0.806 -0.749 0.095
H -0.492 0.921 -0.993
H 0.565 -0.375 -0.876
H -0.475 0.078 -0.394
H 0.568 -0.524 -0.489
H -0.016 0.316 -1.159
H -0.626 -0.109 -0.060
H 0.178 0.202 0.127
H 0.203 1.608 -0.221
H -0.288 0.384 0.466
H -0.210 0.726 1.114
H -0.092 -0.432 0.834
H -0.203 -0.124 -0.122
H 0.074 0.024 -0.094
H 0.204 0.147 -0.074
O -0.002 -1.090 1.124
N 0.875 1.545 -1.508
O -1.025 1.394 0.015
O 0.457 -2.002 0.612
N 0.187 -1.087 0.055
C 2.327 1.711 -1.387
N -0.605 3.818 1.576
N 0.500 -0.663 -0.003
C -0.531 0.170 0.687
N -0.048 0.164 -0.487
H 0.744 0.057 0.368
H -0.612 -0.319 -0.248
H -2.582 -1.849 -1.541
H 0.659 -1.829 0.461

=====

Entry 2:
Density functional theory data (the ωB97M-V functional and the def2-TZVPD basis) for 2 unconnected molecules or ions with the total composition H4S2 in a non-equilibrium geometry.

Summary:
energy above the lowest of the compared OMol25 structures with the same formula, charge and spin: 26.31 kcal/mol
strongest force on any atom: 4.7 eV/A
gap between HOMO and LUMO: 10.12 eV
structure (SMILES): S.S
DFT total energy: -21733.93748 eV
HOMO level: -9.931 eV
spin multiplicity: 1

Each line ends with the natural charge from an NBO analysis.
Element x y z (Å)
S (-0.66271, 0.83460, 2.08608)  -0.37
H (-0.66426, 0.14283, 0.79978)  0.20
H (-0.04883, 0.51080, 3.16561)  0.17
S (0.58547, -0.60735, -2.63639)  -0.27
H (1.22602, -0.08111, -1.59457)  0.14
H (-0.43569, -0.79977, -1.82050)  0.13

Forces on the atoms, in the same order (eV/Å):
S -2.616 2.102 -3.314
H 1.038 -0.078 2.733
H 1.577 -2.021 0.579
S 0.197 0.070 -0.049
H 0.418 0.167 -0.003
H -0.614 -0.239 0.053

=====

Q: Among the records above, which one has the lowest HOMO level?
A: H4S2